# 1
Below is C3H5F as an isolated structure at a distorted geometry, with properties calculated with ωB97M-V/def2-TZVPD.

Values from the calculation:
E_HOMO in eV: -9.79
HOMO-LUMO gap in eV: 10.81
ΔE to the lowest compared entry with this formula, charge and spin in eV: 2.633

Structure (XYZ):
```
9
Properties=species:S:1:pos:R:3:forces:R:3:mulliken_charge:R:1
C -1.11948 -0.33676 0.15954 -0.11 -3.66 -2.37 -0.182
C 0.28081 -0.37929 -0.13438 5.28 3.05 -0.36 -0.115
C 1.09536 0.70896 -0.04078 1.80 0.69 1.01 -0.545
H -1.34271 -1.14353 -0.58836 -1.55 0.16 1.08 0.181
H -1.17394 -0.68336 1.17459 -1.31 0.32 0.68 0.259
H 0.95293 -1.24215 -0.51700 -2.31 0.84 0.68 0.240
H 2.18422 0.30491 -0.33813 -2.08 2.24 0.84 0.192
H 0.89306 1.99486 0.51704 0.51 -4.59 -2.20 0.214
F -1.77024 0.77637 -0.23252 -0.24 0.94 0.64 -0.244
```
Positions in Å, forces in eV/Å.

# 2
Below is a 2-piece molecular cluster, C23H44IN2O5S overall at a distorted geometry, with properties calculated with ωB97M-V/def2-TZVPD.

Values from the calculation:
E_HOMO in eV: -11.94
Net charge: +1
HOMO-LUMO gap in eV: 9.04

Structure (XYZ):
```
76
Properties=species:S:1:pos:R:3:forces:R:3:mulliken_charge:R:1
C -1.83209 -0.27695 4.82130 -0.29 0.07 0.24 -0.436
O -0.44389 -0.18242 4.98317 0.14 -0.01 -0.59 -0.374
C 0.25380 -1.38861 4.69839 0.08 0.39 0.77 -0.768
C 1.66044 -1.04549 4.27278 -0.05 -0.35 -0.42 0.320
C 2.54456 -2.28900 4.13455 -0.18 0.74 -0.51 -1.022
C 2.24070 -3.04852 2.83514 0.04 -0.67 0.27 0.351
C 3.47748 -3.54297 2.09016 0.21 0.28 0.15 -1.123
C 4.50143 -2.48365 1.61320 -0.38 -0.26 0.37 -1.131
C 3.98453 -1.09057 1.28314 0.41 -0.12 -0.58 -0.669
C 2.93434 -1.04320 0.17146 -0.38 0.73 0.63 0.544
C 3.09989 0.15354 -0.76394 0.10 -0.61 -0.24 -0.626
C 2.24831 0.02043 -2.03263 0.36 0.27 -0.26 -0.654
C 1.50198 1.26537 -2.49432 -0.40 -0.14 0.46 -1.090
C 0.23081 1.68804 -1.67459 0.28 -0.15 -0.62 -0.859
C -0.30963 0.65503 -0.76649 -0.52 -0.39 0.36 0.451
C -1.05442 -0.46422 -1.07094 0.90 0.65 0.86 0.324
C -1.54039 -0.85068 -2.43444 -0.25 0.19 0.05 -0.836
O -1.95102 -2.19038 -2.51795 0.11 -0.21 -0.08 -0.265
O -0.87370 -2.99393 -3.00807 0.03 0.12 -0.13 -0.343
N -1.27135 -1.13542 0.13076 0.38 0.47 -0.74 0.352
C -1.99689 -2.37601 0.34101 0.18 -0.28 0.89 -1.181
C -3.46011 -2.10929 0.61387 0.22 -1.16 0.17 0.435
O -4.00720 -1.12423 0.31031 -0.68 1.33 -0.33 -0.417
I -4.44478 -3.72539 1.61275 0.09 0.03 -0.08 0.091
C -0.70093 -0.43895 1.11851 -0.12 -0.08 -0.05 -0.595
N -0.13291 0.66007 0.62497 -0.17 -0.54 -1.02 0.530
S 0.62697 1.85435 1.60451 -0.12 0.16 0.74 -0.029
H -2.13124 -0.49566 3.78848 0.07 -0.11 -0.13 0.074
H -2.25840 0.68448 5.08224 -0.03 0.16 0.06 0.265
H -2.28517 -1.03191 5.46625 0.04 -0.14 0.08 0.322
H 0.30505 -1.98254 5.61577 -0.16 -0.22 0.00 0.484
H -0.28502 -1.97475 3.94816 -0.03 -0.13 -0.18 0.304
H 1.61343 -0.58707 3.28465 0.05 0.35 -0.11 -0.513
H 2.07769 -0.30719 4.95029 0.00 0.02 0.24 0.470
H 3.57624 -1.94893 4.10332 0.19 -0.08 0.18 0.342
H 2.40870 -2.92059 5.00583 0.17 -0.21 0.14 0.567
H 1.59444 -2.47855 2.16812 -0.03 0.31 -0.05 -0.409
H 1.67042 -3.94124 3.09319 -0.20 -0.09 -0.07 0.502
H 3.17466 -4.17528 1.25860 -0.13 -0.01 -0.14 0.437
H 4.00828 -4.19406 2.78134 0.09 -0.27 -0.01 0.342
H 4.99269 -2.89289 0.73472 0.18 0.00 -0.16 0.367
H 5.27273 -2.38998 2.37417 0.14 0.09 0.06 0.484
H 4.84514 -0.52441 0.92579 0.17 0.10 0.05 0.595
H 3.65300 -0.56214 2.17085 -0.24 0.02 0.19 0.218
H 1.96092 -0.92415 0.65256 -0.27 -0.32 -0.10 -0.720
H 2.90394 -1.96669 -0.40141 0.14 -0.17 -0.12 0.343
H 4.14756 0.17893 -1.05444 0.15 0.20 -0.08 0.535
H 2.91577 1.08946 -0.24325 -0.11 0.14 0.20 0.250
H 2.93035 -0.22615 -2.84234 0.02 -0.16 -0.18 0.618
H 1.58502 -0.83998 -1.95756 -0.25 -0.06 0.10 0.032
H 1.17960 1.11258 -3.51780 0.04 0.05 -0.24 0.473
H 2.18583 2.10712 -2.48806 0.14 0.15 -0.15 0.353
H 0.40970 2.62271 -1.15810 -0.04 0.11 0.26 0.633
H -0.54617 1.91990 -2.39950 -0.18 0.17 -0.04 -0.009
H -0.77131 -0.63206 -3.16928 0.14 -0.04 -0.16 0.583
H -2.40335 -0.23591 -2.68861 -0.23 -0.04 0.00 0.200
H -0.17948 -2.93396 -2.33221 -0.06 -0.05 0.15 0.356
H -1.89911 -3.06127 -0.48874 -0.05 0.05 -0.28 0.572
H -1.58152 -2.88093 1.20860 0.14 0.02 0.14 0.559
H -0.72440 -0.74691 2.14770 0.12 0.12 0.19 0.246
H 1.34462 2.46185 0.65268 -0.03 -0.30 -0.23 0.131
C -4.56569 3.55866 -5.14097 0.07 0.10 -0.02 -1.302
C -3.60833 2.90483 -4.16159 -0.15 -0.02 0.00 -0.105
O -2.33675 3.52976 -4.08701 0.21 -0.21 0.09 -0.407
C -2.33196 4.89052 -3.68433 -0.04 0.14 0.03 -0.388
C -2.91723 5.12970 -2.30305 -0.04 -0.13 0.00 -0.921
H -4.13072 3.58273 -6.14031 -0.01 -0.02 -0.01 0.316
H -5.50031 2.99955 -5.18012 0.01 -0.03 0.00 0.415
H -4.80500 4.58358 -4.85671 -0.05 -0.02 0.04 0.301
H -3.40812 1.88143 -4.48474 0.08 0.01 -0.01 0.259
H -4.06212 2.83914 -3.16519 -0.02 0.05 -0.01 0.319
H -2.83808 5.51021 -4.43065 -0.05 -0.01 0.02 0.356
H -1.28355 5.18911 -3.69145 0.03 -0.06 -0.05 0.349
H -3.97075 4.85446 -2.24889 -0.02 0.06 -0.02 0.283
H -2.83641 6.18427 -2.04066 0.02 0.01 0.00 0.400
H -2.38156 4.54330 -1.55297 0.01 0.02 0.01 0.144
```
Positions in Å, forces in eV/Å.

# 3
Below is C4H8O3 as an isolated structure at a distorted geometry, with properties calculated with ωB97M-V/def2-TZVPD.

Values from the calculation:
E_HOMO in eV: -10.46
HOMO-LUMO gap in eV: 11.26
ΔE to the lowest compared entry with this formula, charge and spin in eV: 2.150

Structure (XYZ):
```
15
Properties=species:S:1:pos:R:3:forces:R:3:mulliken_charge:R:1
C 0.45973 -1.42783 -1.59597 -0.02 -0.11 -0.05 -1.074
C -0.00183 -0.03852 -1.25067 1.34 0.30 -0.02 -0.357
O -1.19959 0.07805 -0.48731 0.36 1.03 0.49 -0.418
C -0.60252 1.01587 0.40253 -1.68 0.26 0.42 0.657
O -0.52232 2.19503 0.20175 -0.13 -0.71 0.25 -0.546
C -0.31143 0.27389 1.67770 -0.15 -0.12 0.00 -0.296
O 0.61024 0.85880 2.54290 -0.08 0.29 0.04 -0.516
H 0.51918 -2.05420 -0.69981 -0.01 0.09 -0.14 0.251
H -0.16566 -1.93235 -2.33535 -0.03 0.12 0.07 0.313
H 1.46892 -1.31025 -2.00770 -0.16 -0.23 0.01 0.336
H -0.05625 0.65708 -2.08977 0.02 -0.21 -0.17 0.387
H 0.76600 0.41777 -0.55722 0.37 -0.76 -1.22 0.357
H -1.33673 0.23307 2.07990 0.09 -0.26 0.34 0.285
H 0.00645 -0.75240 1.47628 -0.06 0.23 -0.04 0.289
H 0.36582 1.78599 2.64273 0.12 0.08 0.02 0.332
```
Positions in Å, forces in eV/Å.

# 4
Below is C21H23GeNPtS3Sb as an isolated structure at a distorted geometry, with properties calculated with ωB97M-V/def2-TZVPD.

Values from the calculation:
Expectation value of S²: 1.197
E_HOMO (spin up / spin down) in eV: -8.04 / -8.03
Multiplicity: 2
HOMO-LUMO gap (spin up / spin down) in eV: 5.37 / 5.07
ΔE to the lowest compared entry with this formula, charge and spin in eV: 2.405

Structure (XYZ):
```
51
Properties=species:S:1:pos:R:3:forces:R:3:mulliken_spin:R:1
Pt 1.02741 0.63152 0.55236 1.01 -0.11 0.08 0.039
S 4.52694 1.51322 2.75043 0.32 -0.07 0.12 0.795
Sb 2.58190 2.74183 2.67511 -0.76 -0.72 -0.76 -0.046
S 0.87760 0.92909 2.89027 0.05 0.08 -0.83 0.259
S 2.10077 2.67570 0.24448 0.11 0.43 0.44 0.023
Ge -0.55730 1.81005 -0.86155 -1.22 0.77 0.20 0.010
C -1.99157 0.67385 -1.59282 0.33 0.02 0.23 0.000
C -2.11019 0.48474 -2.96579 0.11 0.08 0.05 -0.003
C -3.10985 -0.33149 -3.47842 -0.03 -0.02 -0.03 -0.002
C -3.98992 -0.96957 -2.61688 0.00 0.01 -0.03 0.002
C -3.88790 -0.77461 -1.24446 0.00 -0.01 0.02 -0.003
C -2.89291 0.04336 -0.73649 -0.03 0.10 0.04 0.003
C -1.51497 3.18214 0.18329 0.13 -0.23 -0.08 -0.008
C -2.47091 3.92117 -0.51382 0.09 -0.13 -0.05 0.002
C -3.21594 4.89733 0.12859 -0.04 0.06 -0.06 0.000
C -3.01664 5.14772 1.47875 -0.01 0.03 0.04 0.000
C -2.07874 4.41017 2.18471 -0.03 0.02 -0.05 -0.002
C -1.33822 3.42997 1.53790 0.05 0.01 0.02 0.001
H 0.06664 2.49342 -2.09001 0.29 -0.16 0.04 0.009
H -1.41261 0.97707 -3.63510 -0.02 -0.06 -0.04 -0.001
H -3.19328 -0.47703 -4.54791 -0.01 0.00 0.00 0.000
H -4.75714 -1.62192 -3.01421 -0.01 0.02 0.00 0.000
H -4.57602 -1.27290 -0.57353 0.00 0.01 0.00 0.000
H -2.80027 0.18518 0.33519 -0.04 -0.04 0.00 0.003
H -2.63415 3.72384 -1.56877 -0.06 0.06 0.00 0.000
H -3.95300 5.46404 -0.42644 0.01 0.00 0.01 0.000
H -3.59472 5.91407 1.97939 -0.01 -0.01 -0.01 0.000
H -1.92185 4.59441 3.24023 -0.02 -0.01 0.00 0.000
H -0.62959 2.84376 2.10557 0.01 0.03 0.00 0.004
C 4.13236 -1.17534 -0.17698 -0.10 -0.09 -0.01 0.002
N 4.02371 -2.09555 0.92500 0.46 0.05 0.41 0.012
C 4.45353 -3.43954 0.62181 -0.19 0.04 -0.17 0.000
C 2.83199 -1.97928 1.74223 -0.35 0.04 -0.27 0.006
C 1.55304 -2.31286 0.98119 0.01 -0.03 0.02 -0.004
C 1.22166 -3.66308 0.89190 0.03 0.01 -0.18 -0.019
C 0.21851 -4.11012 0.04656 -0.02 -0.13 -0.03 0.038
C -0.44996 -3.20282 -0.75619 0.07 -0.04 -0.08 -0.037
C -0.16427 -1.85073 -0.65188 0.08 0.00 0.15 -0.010
C 0.78711 -1.37389 0.25684 -0.18 -0.25 0.62 -0.046
H 5.15580 -1.18783 -0.55534 0.00 -0.02 -0.05 -0.006
H 3.92489 -0.16081 0.17119 -0.05 0.05 -0.04 0.000
H 3.45020 -1.41039 -1.01322 0.02 0.09 0.02 -0.001
H 5.48192 -3.41510 0.25772 0.00 -0.01 -0.01 0.000
H 3.83211 -3.93437 -0.14383 0.04 -0.04 0.04 0.000
H 4.42594 -4.04280 1.53044 0.01 -0.03 -0.02 0.000
H 2.79933 -0.96720 2.14317 -0.03 0.13 0.06 -0.017
H 2.93634 -2.66648 2.58423 0.01 0.04 0.04 -0.002
H 1.78068 -4.38091 1.48154 0.01 0.01 0.02 0.000
H -0.01580 -5.16591 -0.00896 -0.02 0.01 0.04 0.002
H -1.20833 -3.53073 -1.45630 0.01 -0.03 -0.01 -0.002
H -0.70433 -1.17441 -1.29121 -0.04 0.01 0.08 -0.001
```
Positions in Å, forces in eV/Å.